1.
Entry from OMol25: a 2-piece molecular cluster, C20H35NO6P overall in a non-equilibrium geometry (ωB97M-V with the def2-TZVPD basis set).

Positions of all 63 atoms, in Å:
C: -0.714 1.240 1.746
C: 0.212 2.144 0.738
C: 1.416 1.311 -0.020
C: 0.688 -0.068 -0.626
O: 1.975 2.005 -1.200
P: 3.137 3.223 -0.756
O: 3.066 3.648 0.795
O: 4.772 2.656 -1.029
O: 2.750 4.660 -1.664
C: 3.872 5.112 -2.501
O: 3.483 6.407 -3.150
C: 2.746 7.144 -2.087
C: 3.704 7.719 -0.843
C: 2.986 8.508 0.404
C: 1.363 8.737 0.445
C: 0.470 8.182 -0.813
C: 1.091 7.383 -2.117
H: -0.927 1.822 2.761
H: -0.238 0.207 2.038
H: -1.785 1.079 1.254
H: 0.580 3.075 1.352
H: -0.508 2.541 -0.127
H: 2.259 0.926 0.715
H: 1.472 -0.600 -1.340
H: 0.370 -0.822 0.211
H: -0.190 0.319 -1.301
H: 5.251 2.760 -0.150
H: 4.798 5.327 -1.816
H: 4.116 4.281 -3.315
H: 4.862 7.538 -0.843
H: 3.649 8.918 1.280
H: 0.874 9.294 1.374
H: -0.694 8.335 -0.797
H: 0.459 6.960 -3.007
C: -2.571 -6.062 2.249
C: -2.938 -4.742 1.518
C: -3.913 -5.043 0.349
C: -3.234 -5.701 -0.847
C: -2.034 -4.880 -1.310
C: -1.024 -4.577 -0.171
N: -1.685 -4.045 1.067
O: -2.020 -2.699 0.821
C: -0.219 -5.861 0.165
C: 0.072 -3.611 -0.733
C: -3.719 -3.937 2.610
H: -2.306 -6.877 1.578
H: -1.746 -5.908 2.954
H: -3.421 -6.442 2.831
H: -4.386 -4.112 0.008
H: -4.730 -5.689 0.695
H: -2.927 -6.722 -0.600
H: -3.953 -5.792 -1.670
H: -1.533 -5.413 -2.129
H: -2.404 -3.940 -1.741
H: 0.385 -5.724 1.070
H: 0.475 -6.116 -0.647
H: -0.836 -6.748 0.292
H: -0.344 -2.676 -1.124
H: 0.614 -4.073 -1.568
H: 0.811 -3.363 0.039
H: -3.069 -3.688 3.457
H: -4.559 -4.522 3.004
H: -4.153 -3.007 2.225

## Properties
**Calculated total energy**: -44350.90470 eV
**Gap between HOMO and LUMO**: 1.366 eV
**Total charge**: +1
**E_HOMO**: -9.550 eV
**Largest force on an atom**: 10.98 eV/A
**ΔE to the lowest compared entry with this formula, charge and spin**: 16.084 eV
**2S+1**: 1

---

2.
Entry from OMol25: a 2-piece molecular cluster, C4H12O overall in a non-equilibrium geometry (ωB97M-V with the def2-TZVPD basis set).

Positions of all 17 atoms, in Å:
C: -0.999 -1.922 -0.608
C: 0.161 -2.944 -0.498
H: -1.182 -1.649 -1.683
H: -1.893 -2.584 -0.166
H: -0.921 -1.010 0.020
H: 0.189 -3.527 -1.445
H: 0.027 -3.557 0.434
H: 1.075 -2.362 -0.424
C: 0.702 1.577 0.538
C: 0.427 3.023 0.846
O: -0.007 0.968 -0.612
H: 1.788 1.363 0.570
H: 0.228 0.957 1.370
H: -0.496 3.510 0.426
H: -0.777 1.541 -0.831
H: 1.213 3.402 0.236
H: 0.465 3.216 1.828

## Properties
**Calculated total energy**: -6378.29781 eV
**Gap between HOMO and LUMO (alpha / beta)**: 11.282 / 4.578 eV
**Total charge**: +1
**E_HOMO (alpha / beta)**: -14.939 / -14.712 eV
**Largest force on an atom**: 4.94 eV/A
**ΔE to the lowest compared entry with this formula, charge and spin**: 1.155 eV
**2S+1**: 2